Entry 1:
Formula: C14H36IN6O9S3
Source: the Open Molecules 2025 dataset
Level of theory: the ωB97M-V functional and the def2-TZVPD basis

```
69
Properties=species:S:1:pos:R:3:forces:R:3
C 0.028962 -3.062832 0.142398 -0.01 -0.19 0.05
N -1.044230 -2.237326 -0.413198 -0.04 0.14 -0.04
C -2.011885 -1.874333 0.591227 0.16 -0.04 -0.01
N -3.163228 -1.239941 -0.034980 0.04 0.13 0.06
C -4.442956 -1.592796 -0.328960 0.04 -0.09 0.08
N -5.042151 -2.762747 -0.094304 0.01 -0.04 -0.09
C -6.454334 -2.947085 -0.436384 0.01 -0.15 -0.06
N -4.417944 -3.872387 0.476019 0.08 0.10 0.11
N -5.087566 -0.578530 -0.943662 0.17 0.06 0.05
C -4.193922 0.381069 -1.039799 -0.02 0.02 0.01
N -3.015212 0.051963 -0.522187 -0.20 0.05 -0.14
I -1.365116 1.239495 -0.429373 -0.03 0.11 0.06
H -0.262514 -4.112335 0.253478 0.03 0.01 0.09
H 0.915067 -3.024747 -0.486815 -0.03 0.07 -0.05
H 0.291214 -2.694521 1.134891 0.06 0.03 -0.03
H -1.493753 -2.680556 -1.205216 0.03 -0.09 0.03
H -1.566964 -1.135172 1.262503 0.01 -0.04 0.04
H -2.356617 -2.692118 1.223107 -0.17 -0.04 -0.03
H -7.080415 -2.809211 0.444565 -0.02 0.08 -0.02
H -6.568153 -3.966967 -0.790955 0.03 -0.02 -0.01
H -6.738260 -2.252789 -1.219253 -0.04 0.05 0.07
H -3.559666 -4.117726 0.000407 -0.04 -0.05 -0.07
H -4.269798 -3.756327 1.470868 0.00 0.00 0.00
H -4.368988 1.349723 -1.481742 0.03 0.01 -0.01
O 1.185878 -3.553361 3.539039 -0.06 0.03 -0.07
S 2.406800 -4.223350 3.181825 0.03 0.06 0.04
O 2.358694 -5.201482 2.137522 -0.04 0.02 -0.05
O 3.063776 -4.826331 4.479452 0.05 -0.06 -0.07
C 2.253479 -5.690036 5.326558 -0.15 -0.09 0.20
C 2.047942 -7.066721 4.737801 0.04 0.03 -0.12
C 3.655750 -3.042458 2.815398 0.02 0.02 0.02
H 1.309892 -5.184189 5.532494 0.01 0.04 -0.07
H 2.818727 -5.739105 6.253827 0.05 0.04 -0.03
H 1.449732 -7.032024 3.829007 -0.02 0.01 0.01
H 1.532209 -7.690131 5.468398 0.02 0.00 0.02
H 3.004488 -7.528093 4.495069 0.00 -0.02 0.04
H 3.693361 -2.307941 3.614727 0.00 -0.01 0.01
H 3.376051 -2.575184 1.873589 -0.01 -0.01 0.00
H 4.603873 -3.562914 2.711002 0.00 -0.01 -0.01
O 4.268125 3.666771 -4.008739 0.00 0.06 0.00
S 3.518082 2.821462 -4.886839 -0.02 -0.06 0.05
O 2.581629 3.412476 -5.792298 0.01 0.01 -0.03
O 2.774502 1.718412 -4.006021 -0.04 -0.01 -0.10
C 1.982592 2.210573 -2.901907 -0.04 0.09 0.26
C 0.686794 2.853278 -3.348810 0.00 0.01 -0.08
C 4.585634 1.740225 -5.765087 0.04 -0.02 -0.01
H 2.587617 2.899415 -2.310604 0.02 0.01 -0.04
H 1.795295 1.325711 -2.294404 0.03 -0.05 -0.06
H 0.874728 3.759015 -3.922679 0.00 -0.04 -0.05
H 0.092552 3.122967 -2.473591 0.00 -0.03 -0.01
H 0.107903 2.177637 -3.978896 0.00 -0.02 0.03
H 5.275942 1.280118 -5.064157 0.00 0.00 0.01
H 5.120329 2.357539 -6.483889 0.00 0.01 0.01
H 3.982279 0.996878 -6.278648 -0.01 0.01 -0.01
O -1.334531 4.866948 -0.892662 -0.01 -0.10 0.00
S -0.040650 5.442392 -0.638446 -0.04 0.08 -0.02
O 0.994394 4.550637 -0.196621 -0.01 -0.12 -0.02
O -0.195570 6.649290 0.360369 0.12 -0.04 0.00
C -0.896665 6.428001 1.614853 -0.20 0.00 0.19
C -0.076153 5.653290 2.620833 0.09 -0.04 -0.09
C 0.515780 6.355267 -2.028935 0.01 0.02 -0.02
H -1.849259 5.943756 1.397703 0.03 -0.03 -0.06
H -1.104761 7.433740 1.971020 0.04 0.03 -0.06
H 0.106055 4.631367 2.292314 -0.02 0.00 0.00
H -0.614506 5.622854 3.568340 0.00 0.03 0.01
H 0.889117 6.132248 2.780518 -0.02 0.02 0.03
H -0.277686 7.023920 -2.350294 0.00 0.01 0.02
H 0.748851 5.630503 -2.805527 0.00 0.02 0.02
H 1.409355 6.904828 -1.745236 0.01 -0.01 0.01
```
Forces are in eV/Å.

## Properties
molar mass = 655.6 g/mol
frontier orbital gap = 8.35 eV
total charge = +1
lowest unoccupied orbital energy = -0.1470 hartree
DFT total energy = -3052.659257 Ha
multiplicity = 1

Atomic charges from the Löwdin analysis, expressed in e, are listed below:
1. C -0.095
2. N -0.110
3. C -0.240
4. N -0.001
5. C -0.272
6. N -0.157
7. C -0.007
8. N 0.094
9. N 0.170
10. C -0.183
11. N -0.464
12. I 1.165
13. H 0.090
14. H 0.087
15. H 0.069
16. H 0.114
17. H 0.095
18. H 0.117
19. H 0.096
20. H 0.093
21. H 0.080
22. H 0.095
23. H 0.103
24. H 0.137
25. O -0.298
26. S 0.546
27. O -0.279
28. O -0.259
29. C -0.232
30. C -0.069
31. C -0.115
32. H 0.114
33. H 0.125
34. H 0.071
35. H 0.086
36. H 0.089
37. H 0.078
38. H 0.072
39. H 0.080
40. O -0.270
41. S 0.570
42. O -0.272
43. O -0.261
44. C -0.248
45. C -0.091
46. C -0.117
47. H 0.114
48. H 0.111
49. H 0.063
50. H 0.012
51. H 0.091
52. H 0.077
53. H 0.081
54. H 0.077
55. O -0.328
56. S 0.537
57. O -0.293
58. O -0.255
59. C -0.231
60. C -0.068
61. C -0.096
62. H 0.114
63. H 0.126
64. H 0.066
65. H 0.085
66. H 0.089
67. H 0.085
68. H 0.057
69. H 0.087

=====

Entry 2:
Formula: C14H38FNP
Source: the Open Molecules 2025 dataset
Level of theory: the ωB97M-V functional and the def2-TZVPD basis

```
55
Properties=species:S:1:pos:R:3:forces:R:3
N 5.141646 1.774217 2.204432 0.00 0.02 -0.05
C 4.500157 3.095511 2.211366 0.03 0.15 0.19
C 3.172428 3.231823 1.471773 -0.03 -0.03 -0.09
P 1.749948 2.082402 2.009947 -0.04 0.22 -0.09
F 0.461433 1.036926 2.516431 -0.07 -0.05 0.01
H 5.264830 1.493574 1.236913 0.02 -0.03 -0.06
H 4.465608 1.111081 2.565978 -0.04 -0.06 0.03
H 4.346884 3.372973 3.260161 0.03 -0.04 -0.02
H 5.231877 3.810108 1.811459 -0.04 0.01 0.03
H 3.336283 3.102258 0.391679 -0.02 -0.01 0.07
H 2.816277 4.258757 1.632064 0.01 -0.04 -0.13
H 0.800413 3.195010 2.139625 0.03 -0.01 -0.01
H 2.132473 2.237019 3.418415 0.04 -0.06 -0.01
H 2.580785 0.883309 1.888982 0.03 -0.04 0.00
H 1.315238 1.891530 0.614007 0.03 -0.05 0.05
C -4.667310 1.854093 -0.095332 0.01 0.00 -0.02
C -3.928175 1.250011 -1.285314 -0.02 0.01 0.01
C -2.642210 0.522972 -0.893874 0.04 -0.01 -0.01
C -1.590187 1.395637 -0.206706 -0.09 0.00 0.02
C -1.133510 2.614597 -1.001250 0.02 0.03 -0.03
C -0.465079 2.254265 -2.324196 -0.01 0.00 0.01
H -4.057510 2.601638 0.413037 0.00 0.00 0.00
H -5.596319 2.337006 -0.405672 0.00 -0.01 0.00
H -4.917519 1.082460 0.636795 0.01 0.00 0.01
H -3.698730 2.039715 -2.007263 0.01 0.00 -0.01
H -4.590144 0.548707 -1.803351 0.00 0.00 0.00
H -2.213381 0.061038 -1.789403 0.01 0.00 0.00
H -2.894345 -0.305510 -0.222049 -0.01 0.00 -0.01
H -0.713305 0.788515 0.020617 0.03 0.01 0.02
H -1.956536 1.723504 0.768654 0.01 -0.01 0.01
H -0.420323 3.161383 -0.380537 0.00 0.00 0.01
H -1.974701 3.292911 -1.186631 -0.01 -0.01 0.01
H 0.391181 1.600411 -2.142525 0.00 -0.01 0.00
H -0.100896 3.144205 -2.841697 0.01 0.00 0.01
H -1.149158 1.736641 -3.002027 0.00 0.00 0.01
C 0.731032 -1.839414 1.101544 0.07 -0.09 0.00
C 1.301007 -2.631078 -0.069542 -0.03 0.03 -0.01
C 0.361151 -2.679233 -1.275124 0.00 0.02 -0.02
C -1.001696 -3.317321 -0.999694 -0.01 0.00 -0.02
C -0.942011 -4.742685 -0.453435 0.00 -0.02 0.00
C -0.262887 -5.730067 -1.397429 -0.01 0.01 0.01
H -0.175146 -2.300411 1.502097 0.00 0.01 -0.01
H 1.446931 -1.756567 1.918143 0.01 0.00 0.01
H 0.491493 -0.818777 0.809928 -0.02 0.05 0.03
H 1.557821 -3.648001 0.248281 -0.01 -0.01 -0.02
H 2.239522 -2.169456 -0.388445 0.01 0.00 0.02
H 0.853043 -3.201771 -2.102251 -0.01 -0.01 0.00
H 0.191148 -1.654862 -1.622811 0.01 0.00 0.00
H -1.584081 -3.317351 -1.928301 0.00 0.00 0.01
H -1.555834 -2.691388 -0.296113 0.01 0.01 0.00
H -1.961304 -5.083038 -0.248559 0.00 -0.01 0.00
H -0.423382 -4.744658 0.508978 0.00 0.01 0.01
H -0.771069 -5.754767 -2.364943 0.01 0.01 -0.01
H -0.271870 -6.742268 -0.988912 -0.01 0.00 0.00
H 0.778007 -5.457585 -1.577924 0.00 0.00 0.00
```
Forces are in eV/Å.

## Properties
molar mass = 270.4 g/mol
frontier orbital gap = 6.53 eV
total charge = -1
lowest unoccupied orbital energy = 0.1090 hartree
DFT total energy = -1052.162115 Ha
multiplicity = 1
relative energy (zero: lowest compared OMol25 entry of this formula, charge and spin) = 0.3 kcal/mol

Atomic charges from the Löwdin analysis, expressed in e, are listed below:
1. N -0.042
2. C -0.397
3. C -0.431
4. P 0.350
5. F -0.485
6. H 0.047
7. H 0.017
8. H 0.083
9. H 0.083
10. H 0.052
11. H 0.050
12. H -0.048
13. H -0.032
14. H -0.049
15. H -0.046
16. C -0.117
17. C -0.276
18. C -0.231
19. C -0.229
20. C -0.272
21. C -0.115
22. H 0.066
23. H 0.062
24. H 0.072
25. H 0.095
26. H 0.098
27. H 0.095
28. H 0.104
29. H 0.068
30. H 0.107
31. H 0.087
32. H 0.095
33. H 0.069
34. H 0.063
35. H 0.058
36. C -0.107
37. C -0.263
38. C -0.227
39. C -0.234
40. C -0.273
41. C -0.119
42. H 0.069
43. H 0.069
44. H 0.042
45. H 0.093
46. H 0.104
47. H 0.097
48. H 0.102
49. H 0.107
50. H 0.093
51. H 0.101
52. H 0.098
53. H 0.071
54. H 0.063
55. H 0.063